{
  "formula": "C7H15N",
  "method": "ωB97M-V/def2-TZVPD",
  "elements": ["N", "C", "C", "C", "C", "C", "C", "C", "H", "H", "H", "H", "H", "H", "H", "H", "H", "H", "H", "H", "H", "H", "H"],
  "coordinates": [[-2.67799, -0.65346, 0.56463], [-2.26738, 0.00329, 1.61018], [3.49871, -0.00814, -0.26959], [0.03265, -0.69198, 1.00677], [-0.91606, -0.06242, 1.95561], [-0.10768, 0.03325, -2.38189], [1.15148, 0.13368, 0.56671], [2.39960, -0.46509, 0.33956], [-0.78912, -0.78503, -2.57034], [-0.57504, 0.45778, 2.84075], [0.50373, -1.61450, 1.38060], [-0.30781, 0.49415, -1.41775], [1.09324, 1.21843, 0.60645], [-3.69494, -0.73971, 0.58845], [-2.93345, 0.59229, 2.23756], [-2.48457, 2.20643, -0.57483], [0.92655, -0.30497, -2.39558], [3.61439, 0.93220, -0.80638], [-2.68860, 1.52031, -0.76525], [-0.45430, -1.07429, 0.08975], [2.59256, -1.36445, 0.90522], [4.42241, -0.57762, -0.34432], [-0.33835, 0.74989, -3.16632]],
  "forces_ev_per_a": [[-0.2, -0.5, 0.3], [-0.2, -0.1, 0.1], [0.9, 1.3, -1.1], [1.0, -0.4, 0.4], [-0.1, 0.7, -0.5], [-0.1, 0.2, -0.1], [0.2, 0.1, 0.5], [0.6, -0.7, 1.1], [-0.1, -0.4, 0.3], [0.2, -0.1, 0.0], [-0.3, 0.0, 0.2], [-0.3, 0.1, -0.1], [-0.3, 0.1, -0.6], [0.0, 0.3, -0.4], [-0.1, -0.3, 0.2], [0.0, 0.1, 0.0], [0.0, 0.0, -0.3], [-0.6, 0.0, 0.1], [0.0, 0.0, -0.1], [-0.4, 0.2, 0.0], [-0.5, -0.7, -0.4], [-0.3, -0.3, 0.4], [0.4, 0.2, 0.0]],
  "charge": 1,
  "spin_multiplicity": 2,
  "s2": 0.7825,
  "e_above_lowest_kcal_mol": 115.98
}



{
  "formula": "H16O8",
  "method": "ωB97M-V/def2-TZVPD",
  "elements": ["O", "O", "O", "O", "O", "O", "O", "O", "H", "H", "H", "H", "H", "H", "H", "H", "H", "H", "H", "H", "H", "H", "H", "H"],
  "coordinates": [[-10.74816, 14.04350, -7.42796], [-11.60096, 13.18194, -2.18903], [-13.93752, 13.87447, -4.56256], [-10.20168, 15.82715, -5.23131], [-15.53611, 12.07606, -3.37114], [-14.00796, 15.79519, -2.51555], [-11.16982, 13.14147, -4.74568], [-16.41897, 14.40250, -5.97762], [-11.05494, 13.34348, -6.85168], [-9.80980, 13.88102, -7.52441], [-10.69273, 15.07060, -5.55184], [-10.79337, 12.93625, -1.73774], [-15.20341, 11.31171, -3.84157], [-16.29046, 12.36449, -3.88494], [-13.99606, 15.27789, -3.32085], [-10.18049, 15.71441, -4.28101], [-15.63714, 14.24627, -5.44794], [-14.27649, 16.67003, -2.79623], [-12.23868, 13.31046, -1.48687], [-14.25313, 13.14143, -4.03409], [-16.64305, 15.31798, -5.81054], [-11.23837, 13.25269, -3.79743], [-12.99235, 13.73636, -4.62434], [-10.59155, 12.38694, -4.85762]],
  "forces_ev_per_a": [[-0.2, 0.0, -0.3], [0.2, -0.1, 0.3], [0.0, 0.7, -0.2], [0.3, 0.5, 0.1], [0.2, -0.1, 0.3], [0.0, 0.3, 0.6], [0.1, -0.2, -0.9], [-0.5, -0.2, -0.1], [-0.2, -0.1, 0.1], [0.3, 0.1, -0.1], [-0.1, -0.2, -0.3], [0.3, -0.1, 0.2], [0.0, -0.4, -0.1], [-0.4, 0.2, -0.2], [0.0, -0.5, -0.6], [0.0, 0.1, 0.2], [0.7, 0.0, 0.1], [0.0, 0.2, 0.1], [-0.4, 0.3, 0.0], [-0.5, -0.4, 0.5], [-0.1, 0.2, 0.0], [-0.2, 0.1, 0.8], [0.4, 0.0, -0.5], [0.1, -0.2, -0.1]],
  "smiles": "O.O.O.O.O.O.O.O",
  "e_above_lowest_kcal_mol": 45.29
}



{
  "formula": "C27H56InO8",
  "method": "ωB97M-V/def2-TZVPD",
  "elements": ["In", "O", "O", "O", "O", "O", "O", "O", "O", "C", "C", "C", "C", "C", "C", "C", "C", "C", "C", "C", "C", "C", "C", "C", "C", "C", "C", "C", "C", "C", "C", "C", "C", "C", "C", "C", "H", "H", "H", "H", "H", "H", "H", "H", "H", "H", "H", "H", "H", "H", "H", "H", "H", "H", "H", "H", "H", "H", "H", "H", "H", "H", "H", "H", "H", "H", "H", "H", "H", "H", "H", "H", "H", "H", "H", "H", "H", "H", "H", "H", "H", "H", "H", "H", "H", "H", "H", "H", "H", "H", "H", "H"],
  "coordinates": [[2.21844, 0.79687, 0.02400], [-0.23755, 3.61637, -1.18520], [5.14253, -2.23164, 0.87622], [-5.22866, 4.04167, -3.52310], [-0.67903, 1.12233, 3.81199], [6.14044, 1.59572, -0.64475], [0.38334, -5.29071, 1.59650], [-0.75283, 0.24766, 0.71042], [-1.36302, -2.65762, -1.05337], [-0.26886, -5.69313, 2.80710], [1.20802, -7.42585, 2.20807], [-1.45552, -0.28678, 1.83461], [-0.11452, -7.19882, 2.90899], [7.49813, 3.25390, 0.36253], [-2.55965, -2.34414, -1.77432], [6.21480, 3.00644, -0.40786], [-1.51586, -3.94071, -0.43436], [-6.42830, 4.35318, -4.24152], [8.39152, 2.14478, -0.15195], [1.81615, 1.22315, 4.31633], [0.55629, 1.81628, 3.56133], [-6.84734, 2.38776, -3.01378], [-2.26659, 4.58012, -0.43346], [-0.72056, 4.49279, -2.20775], [1.15874, -6.38966, 1.10134], [-2.19912, 4.70643, -1.94036], [4.60798, -1.09231, 0.86769], [0.40801, -0.55736, 0.33738], [-1.23608, 3.49915, -0.16359], [-0.70514, -0.18901, 3.23034], [7.40617, 1.00396, -0.32630], [-7.24742, 3.07749, -4.30105], [-2.98283, -4.31104, -0.55070], [-3.37955, -3.61976, -1.83838], [3.95157, -0.61257, -0.49223], [-5.38051, 2.75759, -2.90177], [-2.56758, 5.66146, -2.31905], [1.33936, -8.44262, 1.83446], [2.74898, 1.85208, 4.23812], [-1.31491, -5.37840, 2.78259], [8.81268, 2.42723, -1.12252], [-3.15103, -5.38963, -0.55977], [0.68677, 1.93328, 2.44584], [7.32198, 3.12141, 1.43482], [-8.31931, 3.26341, -4.38573], [0.19434, -1.11324, -0.62967], [2.08915, 0.20117, 3.88772], [9.21636, 1.89687, 0.51839], [0.30252, -0.68651, 3.12018], [7.69840, 0.31421, -1.12102], [7.28737, 0.43542, 0.60211], [6.23263, 3.50989, -1.38108], [1.53441, 1.03518, 5.40061], [-3.08860, -1.55938, -1.22169], [-0.91833, -7.69568, 2.35580], [-0.13477, -7.56027, 3.93836], [3.49030, -1.47636, -1.05252], [-0.53105, 4.05068, -3.18877], [0.67889, -1.35438, 1.10093], [0.40821, 2.87619, 3.96697], [-6.93607, 2.47276, -5.15873], [-2.43447, 0.29319, 1.93953], [2.15058, -6.03670, 0.81245], [-1.76402, -1.37983, 1.68362], [-6.95638, 5.13837, -3.68889], [2.72892, 1.66983, 1.51915], [-4.45164, -3.43348, -1.92583], [-0.88155, -4.65197, -0.97478], [4.71240, -0.02762, -1.07885], [-1.95397, 5.52077, 0.03278], [-2.30202, -1.95958, -2.76358], [-5.03856, 2.80882, -1.86599], [1.91415, 1.99786, -1.30142], [-1.29896, -0.84485, 3.95783], [-3.25940, 4.32618, -0.05689], [5.32716, 3.33383, 0.13688], [-7.01537, 1.30994, -3.02121], [-3.06594, -4.22356, -2.69637], [-0.16279, 5.43404, -2.13536], [-1.67803, 2.50049, -0.23967], [-4.74817, 2.04576, -3.44273], [0.22872, -5.18594, 3.64077], [-7.40582, 2.81512, -2.17490], [0.65484, -6.78231, 0.21085], [7.90352, 4.25485, 0.20428], [-0.76959, 3.59823, 0.81874], [-1.17701, -3.89065, 0.59975], [-3.54370, -3.88441, 0.28746], [-2.78227, 3.90681, -2.40585], [4.59598, -0.46288, 1.81341], [-6.17383, 4.73591, -5.23219], [2.03331, -7.20352, 2.89160]],
  "forces_ev_per_a": [[0.1, 0.1, -0.5], [-0.5, 0.4, -0.1], [-1.1, 2.5, 1.1], [-0.4, -0.2, -0.1], [1.0, -0.7, -0.3], [0.6, 0.4, 0.1], [0.1, -0.5, 0.3], [-0.4, -1.1, 1.2], [-0.7, -0.4, -0.3], [0.2, 0.4, 0.0], [0.4, -0.1, 0.1], [-0.7, 0.3, 0.4], [-0.4, -0.2, 0.0], [0.0, 0.2, 0.4], [0.2, 0.3, 0.2], [-0.3, 0.0, -0.2], [0.3, 0.1, 0.0], [0.1, 0.3, 0.2], [0.3, 0.0, -0.2], [-0.4, -1.1, -0.2], [0.5, 1.5, 0.1], [-0.2, 0.0, 0.4], [0.0, 0.3, 0.3], [0.3, -0.1, 0.2], [0.0, 0.2, -0.3], [-0.2, -0.1, -0.3], [0.5, -2.5, -2.8], [1.0, -0.4, -0.6], [0.1, -0.4, -0.1], [-0.8, -1.2, -0.2], [-0.3, -0.2, 0.1], [-0.1, -0.1, -0.4], [-0.2, -0.1, 0.3], [-0.1, -0.1, -0.4], [0.0, 0.2, 1.6], [0.3, 0.0, -0.1], [0.0, -0.1, 0.0], [0.0, 0.1, 0.0], [-1.2, -0.5, 0.0], [0.1, 0.1, -0.1], [0.0, 0.0, 0.0], [0.0, 0.0, 0.0], [0.3, -0.4, 1.2], [0.0, 0.0, -0.1], [0.1, 0.0, 0.0], [0.1, 0.7, 1.3], [-0.3, 1.3, 0.5], [0.0, 0.0, 0.0], [-0.8, 0.8, 0.2], [-0.1, 0.0, 0.0], [0.1, -0.1, 0.0], [0.0, 0.1, 0.0], [0.4, 0.4, -1.2], [0.0, 0.0, -0.1], [0.0, 0.0, 0.1], [0.0, 0.0, 0.0], [1.1, 0.6, 0.6], [0.1, 0.0, 0.1], [-0.6, 0.8, -0.6], [0.0, -1.4, -0.5], [0.0, 0.0, 0.0], [1.2, -0.5, -0.2], [-0.1, 0.1, 0.0], [0.6, 1.1, 0.0], [-0.1, 0.0, -0.1], [0.0, -0.1, -0.2], [0.0, 0.0, 0.0], [0.0, -0.1, 0.1], [-0.9, -0.7, 0.6], [-0.1, 0.0, 0.0], [0.1, 0.0, 0.1], [0.1, 0.1, -0.1], [0.2, -0.5, 0.3], [0.7, 0.8, -0.9], [0.0, 0.0, 0.0], [0.0, -0.1, -0.1], [0.0, 0.1, 0.0], [0.0, 0.0, 0.0], [0.0, 0.1, -0.1], [0.0, 0.0, 0.2], [0.0, -0.1, 0.1], [-0.1, 0.0, 0.1], [0.0, -0.1, 0.0], [0.1, -0.1, 0.0], [0.0, 0.0, 0.0], [0.1, -0.1, -0.1], [0.1, 0.1, -0.2], [0.0, 0.0, 0.0], [0.0, 0.1, 0.0], [0.0, -0.3, -0.9], [0.1, 0.0, 0.1], [0.0, 0.0, -0.1]],
  "charge": -1,
  "energy_ha": -1854.185979
}